Computed, not measured: a 7-piece molecular cluster, C30H65Cl12N4O4P2 overall at a distorted geometry, with ωB97M-V with the def2-TZVPD basis set.

Structure (XYZ):
```
117
Properties=species:S:1:pos:R:3:forces:R:3:mulliken_charge:R:1
C 14.3667 0.3774 2.2365 -0.5 0.0 0.1 -1.116
C 13.2202 0.1804 1.1515 0.6 0.5 -0.6 -0.073
C 13.4203 1.1435 -0.1065 -0.8 -1.3 0.6 -0.835
C 12.4969 0.6418 -1.2893 0.2 0.2 0.4 -0.736
C 10.9531 0.7199 -0.8967 0.8 -0.4 -0.2 -0.641
C 10.2654 -0.6984 -0.7489 -0.8 0.6 -0.6 -0.562
C 9.5029 -1.0988 -2.1013 0.4 0.6 1.2 -0.842
C 8.0943 -0.3593 -2.1249 0.0 -1.7 -0.2 -0.634
C 7.0658 -1.2318 -1.2534 0.1 0.2 -0.6 -0.545
C 5.9143 -1.8698 -2.1291 -0.3 0.0 0.9 -0.764
C 4.5909 -2.1319 -1.2859 -0.1 -0.2 -1.2 -0.717
C 3.3216 -1.8526 -2.2284 0.7 -1.5 0.9 -0.130
C 2.1385 -2.7397 -1.6381 -0.7 1.6 -0.1 -0.850
C 0.7414 -1.9759 -1.5585 0.1 -0.9 0.5 -0.464
C -0.2631 -2.9689 -0.8014 0.2 0.7 -0.4 -0.221
C -1.7510 -2.8768 -1.3770 0.4 -0.1 0.4 -1.078
C -2.4866 -1.6519 -0.7269 -0.5 0.0 0.9 0.235
C -2.5333 -1.5643 0.8449 3.2 0.8 0.1 -0.575
N -3.8293 -1.0268 1.3170 -2.7 -0.1 -2.6 0.416
P -4.9577 -2.1415 2.0885 -0.8 -1.9 2.7 0.887
N -4.2996 -3.2226 3.0311 0.1 1.7 -1.8 -0.749
O -6.0036 -1.2246 3.0516 1.0 -1.3 -2.9 -0.445
O -5.9231 -2.7730 0.8639 0.7 1.6 1.7 -0.514
C -4.4768 -0.6352 0.0487 1.8 -1.6 -1.4 -0.072
N -5.3721 0.3230 -0.1049 0.6 0.4 1.2 0.685
C -5.7591 1.1148 1.0978 -1.6 1.0 0.9 -0.376
C -6.1403 2.6168 0.8156 0.7 0.5 1.1 0.474
C -4.8819 3.6113 0.8900 -0.9 0.6 -0.1 -0.383
C -4.6157 4.3885 -0.4541 1.0 -0.1 0.5 -0.356
O -3.4641 3.7785 -1.1026 -1.0 0.2 -0.2 -0.567
P -6.0604 0.5601 -1.7606 0.2 -1.0 -1.8 -0.099
C -7.9348 0.4138 -1.4847 0.6 0.3 0.3 -0.813
O -5.6745 2.0938 -2.3675 -1.7 -1.2 1.3 -0.425
N -3.9690 -1.4923 -0.9963 0.8 2.3 0.6 -0.310
H 13.9402 0.3061 3.2705 0.4 0.0 -0.8 0.332
H 14.8520 1.3934 2.1555 -0.5 -1.0 0.0 0.290
H 15.1625 -0.4109 2.1551 -0.7 0.8 -0.1 0.275
H 12.2019 0.4049 1.5698 1.0 -0.5 -0.2 0.173
H 13.2310 -0.8692 0.7371 -0.1 0.9 0.7 0.216
H 13.0717 2.1624 0.2078 0.7 -0.6 -0.4 0.297
H 14.5089 1.0945 -0.3752 -1.0 0.4 0.1 0.384
H 12.7568 -0.4309 -1.5185 -0.1 1.0 0.1 0.362
H 12.7283 1.2668 -2.1907 -0.3 -0.6 0.7 0.317
H 10.8904 1.2743 0.0769 -0.2 -0.3 -1.0 0.405
H 10.4401 1.3027 -1.7133 0.2 -0.5 1.0 0.339
H 9.4645 -0.5978 0.0373 0.8 -0.3 -0.6 0.239
H 10.9650 -1.5137 -0.4254 -0.4 0.9 -0.3 0.408
H 9.3880 -2.2214 -2.0528 -0.2 1.2 -0.5 0.347
H 10.1324 -0.8057 -2.9816 -0.5 -0.4 0.7 0.381
H 8.1667 0.6967 -1.7582 0.0 -0.9 -0.4 0.331
H 7.7317 -0.3828 -3.1917 0.2 0.4 1.0 0.398
H 7.6554 -2.0761 -0.8056 -0.6 0.8 -0.1 0.320
H 6.6064 -0.6348 -0.4174 0.5 -0.5 -0.8 0.318
H 6.2588 -2.8750 -2.5165 -0.3 1.2 0.1 0.182
H 5.6092 -1.2268 -3.0062 0.7 -0.5 0.9 0.439
H 4.5711 -3.2239 -0.9925 -0.1 1.2 -0.2 0.315
H 4.5166 -1.5255 -0.3447 0.2 -0.4 -0.8 0.304
H 3.0932 -0.7558 -2.2706 0.1 -1.0 0.1 0.300
H 3.6298 -2.2125 -3.2519 -0.6 0.5 1.0 -0.022
H 1.9423 -3.6757 -2.2250 0.5 0.8 0.5 0.284
H 2.4246 -3.0029 -0.5802 -0.4 0.0 -1.0 0.389
H 0.3443 -1.7424 -2.5821 0.5 -0.2 0.8 0.232
H 0.8384 -0.9989 -0.9956 0.0 -1.0 -0.6 0.266
H 0.1526 -4.0138 -0.8864 -0.7 1.0 0.0 0.554
H -0.2011 -2.6987 0.2862 -0.3 -0.4 -0.8 -0.033
H -1.6297 -2.7092 -2.4863 -0.4 -0.2 1.1 0.387
H -2.2961 -3.8548 -1.2239 0.4 1.2 0.0 0.249
H -2.0144 -0.6993 -1.0984 -0.2 -1.0 0.3 0.302
H -2.0681 -2.4448 1.3492 -1.3 0.5 -0.2 0.125
H -1.8023 -0.7380 1.0768 -0.6 -0.9 0.1 0.215
H -3.2823 -3.0963 2.9970 -0.2 -0.5 0.3 0.061
H -6.9044 -1.2412 2.6793 0.1 0.1 0.3 0.291
H -5.6140 -3.6571 0.6071 0.1 0.2 0.3 0.338
H -4.9706 1.1289 1.9020 -0.7 -0.4 -1.1 0.403
H -6.6876 0.6247 1.5204 1.1 0.5 -0.4 -0.162
H -6.7417 2.7909 -0.1113 0.6 -0.3 0.7 0.293
H -6.8037 2.9326 1.6791 0.6 -0.6 -1.1 -0.710
H -3.9611 3.0891 1.2833 -0.8 0.5 -0.8 0.377
H -5.1158 4.4021 1.6652 0.1 -0.9 -0.8 0.104
H -4.3314 5.4518 -0.2407 -0.4 -0.8 -0.1 0.352
H -5.5013 4.4025 -1.1472 0.7 -0.1 0.8 0.180
H -3.6684 3.7428 -2.0473 0.2 -0.1 0.2 0.303
H -8.3735 0.0640 -2.4600 0.5 0.7 0.8 0.250
H -8.3776 1.3786 -1.1229 0.1 -1.0 -0.3 0.371
H -8.1103 -0.4360 -0.7584 0.3 1.1 -0.6 0.286
H -6.5191 2.5801 -2.4538 0.5 0.2 0.0 0.347
H -3.9364 -1.0728 -1.9299 -1.4 -0.1 0.3 0.404
C -8.3146 4.9536 3.7369 0.0 0.1 0.2 0.385
Cl -8.8614 3.2885 3.4790 -0.1 -0.1 0.1 -0.126
Cl -7.7953 5.6950 2.2200 0.1 0.1 0.0 -0.152
H -9.1341 5.5357 4.1506 0.0 -0.1 -0.2 0.369
H -7.4773 4.9461 4.4328 -0.2 -0.1 -0.3 -0.444
C -4.6977 6.1700 5.7694 0.2 0.1 -0.1 -0.119
Cl -5.0862 7.8913 5.7129 0.1 -0.1 0.0 -0.134
Cl -6.0925 5.2127 6.2899 0.2 -0.1 0.3 -0.185
H -4.3975 5.8437 4.7770 -0.1 0.0 0.1 0.119
H -3.8834 6.0145 6.4721 -0.2 0.0 0.0 0.304
C -0.8523 -3.0389 4.8600 -0.1 -0.1 0.4 -0.351
Cl -1.4131 -4.6972 4.6315 0.0 0.1 0.0 -0.137
Cl -0.3124 -2.3282 3.3302 0.1 0.1 0.1 -0.092
H -1.6691 -2.4413 5.2570 0.0 -0.1 -0.2 0.290
H -0.0204 -3.0403 5.5592 0.0 0.0 -0.2 0.343
C -11.0653 -0.1029 4.1570 -0.2 0.0 0.4 -0.309
Cl -12.7000 0.0016 3.4999 0.1 0.0 0.1 -0.141
Cl -9.8623 -0.2407 2.8652 0.2 0.0 -0.1 -0.106
H -10.8588 0.7942 4.7348 0.0 0.0 -0.2 0.237
H -10.9966 -0.9792 4.7959 0.0 0.0 -0.2 0.315
C -10.9322 1.2645 -4.0816 -0.2 0.1 0.1 -0.258
Cl -11.0955 -0.3673 -3.4222 -0.1 0.0 0.0 -0.140
Cl -9.4575 1.4238 -5.0453 0.1 0.1 0.0 -0.145
H -11.7910 1.4773 -4.7125 0.1 -0.1 0.0 0.325
H -10.8930 1.9741 -3.2593 0.1 -0.1 -0.1 0.247
C 3.0820 -3.1839 -6.5606 0.1 0.1 -0.2 -0.339
Cl 4.6356 -4.0015 -6.3671 0.0 0.1 0.0 -0.142
Cl 2.0380 -3.4489 -5.1575 -0.2 0.0 -0.1 -0.108
H 3.2566 -2.1171 -6.6723 0.0 -0.1 0.1 0.257
H 2.5865 -3.5724 -7.4462 0.0 -0.1 0.1 0.331
```
Forces are in eV/Å.

For the HOMO energy, the calculation gives -11.35 eV. The calculation puts the total energy at -215154.2738 eV. Its charge is +1. The LUMO energy comes out at -3.02 eV.